[1]
The following is a DFT calculation (ωB97M-V/def2-TZVPD) of a 2-piece molecular cluster, C4H14NO2 overall at a distorted geometry.

HOMO-LUMO gap: 0.4374 Eh
total charge: +1
strongest force on any atom: 3.18 eV Å⁻¹
E_HOMO: -14.8 eV

```
21
C4H14NO2 | the OMol25 dataset | ωB97M-V/def2-TZVPD
C 1.7774 -0.2733 0.4986
C 0.5780 0.0295 -0.3450
C -0.1235 -1.2672 -0.8504
C -0.3930 -2.3495 0.1483
O -1.3591 -0.9032 -1.4488
N -0.5792 0.6718 0.4731
H 2.6097 -0.3475 -0.2065
H 1.7228 -1.2066 1.0533
H 2.0551 0.5198 1.1956
H 0.6650 0.8313 -1.0758
H 0.5935 -1.5889 -1.6168
H 0.4336 -2.9875 0.5070
H -1.0509 -3.1649 -0.1525
H -0.6610 -2.0215 1.1622
H -1.3053 -0.9835 -2.4025
H -1.4527 0.7480 -0.0575
H -0.3737 1.6043 0.8638
H -0.8693 0.0162 1.2089
H 0.2256 4.0067 1.7285
H 0.3869 3.7863 0.3033
O 0.1486 3.2868 1.1065
```

[2]
The following is a DFT calculation (ωB97M-V/def2-TZVPD) of one molecule with the formula C6H11N at a distorted geometry.

HOMO-LUMO gap: 0.3233 Eh
total charge: 0
SMILES: C=CNC/C=C/C
strongest force on any atom: 2.21 eV Å⁻¹
E_HOMO: -7.7 eV

```
18
C6H11N | the OMol25 dataset | ωB97M-V/def2-TZVPD
C 0.5487 3.1675 -0.4642
C 0.3135 2.0884 0.2954
N -0.5908 1.0846 0.0528
C -0.8524 0.0113 0.9896
C 0.9434 -2.8624 -0.9175
C -0.2595 -1.9834 -0.4967
C -0.2401 -1.3562 0.6644
H -0.1289 3.5932 -1.1921
H 1.3691 3.7759 -0.1046
H 0.8447 2.0214 1.2437
H -1.2384 1.2461 -0.6978
H -0.5462 0.2443 2.0066
H -1.9463 -0.0583 0.9667
H 0.6840 -3.6666 -1.5947
H 1.6618 -2.1101 -1.2513
H 1.3747 -3.2183 0.0147
H -0.8044 -1.6895 -1.3919
H 0.3174 -1.7475 1.5101
```

[3]
The following is a DFT calculation (ωB97M-V/def2-TZVPD) of a 2-piece molecular cluster, C2H12N4 overall at a distorted geometry.

HOMO-LUMO gap: 0.3756 Eh
total charge: 0
SMILES: NCN.NCN
strongest force on any atom: 1.01 eV Å⁻¹
E_HOMO: -9.2 eV

```
18
C2H12N4 | the OMol25 dataset | ωB97M-V/def2-TZVPD
N -3.3455 0.5509 -0.5106
C -1.8764 0.5079 -0.3421
N -1.1611 0.2078 -1.5679
H -3.6560 1.5181 -0.5166
H -3.7973 0.1839 0.3208
H -1.6155 -0.2820 0.3674
H -1.5550 1.4819 0.0251
H -1.1992 0.9892 -2.2184
H -1.5433 -0.6237 -2.0229
N 3.3103 -0.3642 0.3247
C 1.8632 -0.6790 0.3450
N 1.3086 -0.4302 1.6875
H 3.7360 -0.8850 1.0883
H 3.7038 -0.7961 -0.5062
H 1.6414 -1.7169 0.0684
H 1.4095 -0.0218 -0.3959
H 0.7047 0.3887 1.6117
H 2.0718 -0.0296 2.2417
```

[4]
The following is a DFT calculation (ωB97M-V/def2-TZVPD) of a 10-piece molecular cluster, C5H33N2O9 overall at a distorted geometry.

HOMO-LUMO gap: 0.3517 Eh
total charge: +1
strongest force on any atom: 5.80 eV Å⁻¹
E_HOMO: -12.3 eV

```
49
C5H33N2O9 | the OMol25 dataset | ωB97M-V/def2-TZVPD
C -2.4482 -1.7818 0.2600
C -2.5127 -1.5661 1.7808
C -2.5063 -0.1238 2.3794
C -1.0249 0.2598 2.6014
N -0.6482 1.6472 2.6061
C -0.4854 2.3825 3.9247
N -1.2263 -1.1952 -0.3137
H -3.2539 -1.2960 -0.4081
H -2.5806 -2.8499 -0.0484
H -3.4441 -2.1556 2.0782
H -1.8704 -2.3353 2.2416
H -3.2553 -0.2617 3.1129
H -2.8879 0.5329 1.6280
H -0.4176 -0.1427 1.6543
H -0.7336 -0.2875 3.5361
H 0.3596 1.7304 2.1749
H -1.5998 2.7140 4.1528
H 0.0180 3.4265 3.9429
H -0.1828 1.6283 4.6601
H -1.3814 -0.1833 -0.7012
H -0.8591 -1.7844 -1.1299
H -0.3355 -1.0465 0.3824
H 1.8437 -1.8474 -3.8510
H 0.8972 -0.5692 -4.4765
O 1.3670 -1.3469 -4.6595
H 2.1538 -0.0643 -0.7349
H 1.0616 0.9907 -0.7261
O 1.1678 -0.0332 -0.7378
H -1.5906 3.9720 -0.2392
H -1.0895 2.7518 0.9387
O -1.2544 3.0946 0.0358
H -2.2118 1.1778 -2.2367
H -1.8138 1.9214 -1.0856
O -2.4069 1.1077 -1.2864
H 3.5832 -2.2675 1.1254
H 2.8955 -0.9959 1.1554
O 2.7364 -1.8291 0.7896
H 4.4851 0.4570 -2.2456
H 2.9516 0.9474 -2.2084
O 3.7971 0.8609 -1.8088
H 2.6584 -1.9002 -1.0389
H 3.0948 -2.6270 -2.1938
O 2.5852 -1.8427 -2.0262
H 0.3733 2.5564 -3.9135
H 0.4088 2.9560 -2.5576
O 0.1167 2.2826 -3.0450
H 0.3041 -2.2671 2.5573
H 1.1376 -2.5615 1.3205
O 0.4246 -2.1072 1.6643
```

[5]
The following is a DFT calculation (ωB97M-V/def2-TZVPD) of C22H42BiNP3S2 as an isolated structure at a distorted geometry.

HOMO-LUMO gap (spin up / spin down): 0.2242 / 0.2242 Eh
total charge: +3
strongest force on any atom: 5.31 eV Å⁻¹
E_HOMO (spin up / spin down): -16.7 / -16.7 eV

```
71
C22H42BiNP3S2 | the OMol25 dataset | ωB97M-V/def2-TZVPD
Bi 0.3340 -0.8220 -1.5618
P -0.7621 1.4233 0.3703
P -2.6815 -1.3039 -0.8808
P 2.7841 0.5861 -1.0947
H 1.1668 -2.3702 -4.6197
C 1.4661 -1.6613 -3.8086
C 1.7928 -2.5371 -2.6393
H 2.4983 -2.2050 -1.8755
C -1.0167 2.8691 -0.7152
C -2.2462 1.4963 1.4274
C 0.4603 2.0387 1.5836
C -3.1481 -2.7355 -1.9326
C -3.5606 -1.7719 0.6532
C -3.8631 -0.0372 -1.5427
C 4.1296 0.0459 -2.1975
C 3.5716 0.4277 0.5495
C 2.7552 2.3837 -1.4007
H 2.4004 -1.1972 -4.1880
H 1.0638 -3.3077 -2.3532
H -1.4062 3.7031 -0.1257
H -1.7361 2.6188 -1.4991
H -0.0810 3.1667 -1.1947
H -2.3410 2.5151 1.8071
H -2.1470 0.8189 2.2757
H -3.1486 1.2393 0.8772
H -0.0082 2.8331 2.1763
H 1.3500 2.4440 1.0950
H 0.7629 1.2321 2.2599
H -4.2407 -2.8661 -1.9195
H -2.6650 -3.6338 -1.5224
H -2.8114 -2.5894 -2.9678
H -4.6468 -1.7227 0.4904
H -3.2977 -1.0980 1.4781
H -3.2928 -2.8006 0.9285
H -4.8880 -0.4005 -1.3763
H -3.6923 0.1120 -2.6163
H -3.7236 0.9245 -1.0327
H 4.9179 0.8166 -2.1764
H 3.7869 -0.0756 -3.2352
H 4.5488 -0.9114 -1.8534
H 4.5407 0.9486 0.5353
H 3.7285 -0.6349 0.7772
H 2.9400 0.8600 1.3354
H 3.7884 2.7204 -1.5745
H 2.3362 2.9464 -0.5572
H 2.1601 2.6133 -2.2958
C 0.3753 -0.5780 -3.8740
C 0.7612 0.8094 -3.9461
C -0.2364 1.7672 -4.0687
C -1.5661 1.3770 -4.2482
C -1.9297 0.0241 -4.3549
C -0.9786 -0.9686 -4.1721
S 3.3262 -4.1189 -3.6653
H 4.3090 -3.3684 -3.2140
H 1.8267 1.0618 -3.9458
H 0.0269 2.8329 -4.0513
H -2.3378 2.1353 -4.3609
H -2.9619 -0.2575 -4.5936
H -1.1953 -2.0380 -4.2852
S 1.1740 -2.6035 0.7547
C 0.7647 -1.8480 2.2186
N -0.5555 -1.8440 2.6198
C -0.9808 -1.1615 3.7223
C -0.0594 -0.5314 4.5321
C 1.3063 -0.6032 4.2139
C 1.7133 -1.2745 3.0668
H -1.2296 -2.3264 2.0226
H -2.0520 -1.1857 3.9265
H -0.3991 0.0084 5.4205
H 2.0465 -0.1487 4.8623
H 2.7523 -1.3851 2.7897
```

[6]
The following is a DFT calculation (ωB97M-V/def2-TZVPD) of one molecule with the formula C21H27F3N2O2.

HOMO-LUMO gap: 0.3568 Eh
total charge: 0
SMILES: O=C(NCc1ccccc1C(F)(F)F)[C@H]1CCC(=O)N(C2CCCCCC2)C1
strongest force on any atom: 0.60 eV Å⁻¹
E_HOMO: -9.0 eV

```
55
C21H27F3N2O2 | the OMol25 dataset | ωB97M-V/def2-TZVPD
O 0.3616 -1.9044 -1.7517
C 1.2733 -1.5940 -1.0126
N 2.1265 -0.5896 -1.3008
H 2.8329 -0.3293 -0.6336
C 1.7911 0.4081 -2.3035
C 0.8647 1.4258 -1.6782
C -0.5013 1.1719 -1.6887
C -1.3867 1.9890 -1.0114
C -0.9206 3.0899 -0.3158
C 0.4317 3.3721 -0.3034
C 1.3225 2.5432 -0.9753
C 2.7889 2.8636 -0.9251
F 3.0754 3.9506 -0.2023
F 3.3276 3.0742 -2.1426
F 3.5215 1.8603 -0.3787
H 0.8035 4.2274 0.2391
H -1.6031 3.7224 0.2282
H -2.4403 1.7587 -1.0178
H -0.8594 0.3046 -2.2212
H 2.7115 0.8481 -2.6859
H 1.2728 -0.1065 -3.1153
C 1.5432 -2.3617 0.2875
C 0.1896 -2.7897 0.8593
N -0.6062 -1.6303 1.2045
C -0.0772 -0.4420 1.5566
O -0.7627 0.5515 1.7429
C 1.4294 -0.3416 1.7553
C 2.2529 -1.5726 1.3828
H 3.2684 -1.2874 1.0983
H 2.3456 -2.2289 2.2518
H 1.7411 0.5380 1.1886
H 1.5788 -0.0866 2.8071
C -2.0616 -1.7495 1.1437
C -2.5377 -2.0855 -0.2720
C -3.9923 -1.6977 -0.5157
C -4.9852 -2.3536 0.4447
H -4.8138 -3.4305 0.4804
C -4.9264 -1.7654 1.8559
H -4.7125 -0.6980 1.7774
H -5.9098 -1.8566 2.3232
C -3.9120 -2.4236 2.7958
C -2.5599 -2.7785 2.1668
H -2.6222 -3.7582 1.6882
H -1.8292 -2.8604 2.9748
H -3.7471 -1.7430 3.6337
H -4.3437 -3.3409 3.2041
H -5.9910 -2.1977 0.0465
H -4.0968 -0.6127 -0.4436
H -4.2502 -1.9849 -1.5379
H -2.4303 -3.1569 -0.4580
H -1.9015 -1.5643 -0.9887
H -2.4202 -0.7533 1.4184
H 0.3436 -3.4301 1.7377
H -0.3546 -3.3587 0.1049
H 2.1174 -3.2576 0.0275
```

[7]
The following is a DFT calculation (ωB97M-V/def2-TZVPD) of a 13-piece molecular cluster, C42H109BN9O20 overall at a distorted geometry.

HOMO-LUMO gap: 0.3300 Eh
total charge: -1
strongest force on any atom: 1.90 eV Å⁻¹
E_HOMO: -6.9 eV

```
181
C42H109BN9O20 | the OMol25 dataset | ωB97M-V/def2-TZVPD
O -0.2165 27.8868 10.3950
C -1.1811 28.3508 10.8938
O -1.3000 28.8048 12.1300
B -2.6145 29.4120 12.3080
O -3.2790 29.3276 10.9880
C -2.5426 28.5877 10.1941
O -2.8355 28.2449 9.0940
O -2.5608 30.8130 12.7636
C -3.2876 30.9484 13.8404
O -3.4803 31.9402 14.4562
C -3.7983 29.5522 14.2528
O -3.4019 28.6969 13.3313
O -4.4551 29.2998 15.2343
C 1.8433 28.0540 13.3316
C 2.3278 26.9025 12.4292
C 3.8033 27.1082 12.1495
O 4.1298 28.4625 11.8760
C 3.6341 28.9152 10.6313
N 2.0702 25.6279 13.1444
H 0.7677 28.0356 13.5365
H 2.0478 29.0645 12.9726
H 2.2761 27.9647 14.3378
H 1.6925 26.9664 11.5435
H 4.1963 26.4566 11.3608
H 4.3678 26.9168 13.0689
H 3.9793 28.3533 9.7619
H 3.9331 29.9590 10.4937
H 2.5387 28.9901 10.6878
H 2.6708 25.5341 13.9592
H 1.1363 25.6805 13.5414
C -0.4259 28.5478 19.1268
C -1.4579 28.4309 18.0221
C -0.8962 28.7657 16.6533
O -0.4350 30.0931 16.5966
C 0.0722 30.4361 15.3315
N -1.9898 27.0437 17.9776
H 0.1337 29.4826 19.0086
H 0.3590 27.8031 18.9663
H -0.8605 28.4858 20.1209
H -2.3041 29.1211 18.1767
H -1.7560 28.6863 15.9538
H -0.1511 28.0422 16.2880
H -0.6384 30.1654 14.5439
H 1.0525 29.9784 15.1458
H 0.2606 31.5061 15.3477
H -2.5600 26.9241 17.1483
H -2.5210 26.8902 18.8229
C 6.0897 24.9799 7.6890
C 5.1689 25.0113 8.8824
C 3.7996 25.5908 8.5508
O 3.9253 26.7900 7.8468
C 2.6699 27.4103 7.6124
N 4.9011 23.5992 9.3121
H 7.1069 24.6506 7.9108
H 6.1716 25.9849 7.2656
H 5.6846 24.3609 6.8853
H 5.6117 25.5114 9.7516
H 3.2786 25.7128 9.5094
H 3.2660 24.8245 7.9728
H 2.1079 27.5965 8.5350
H 2.0582 26.8246 6.9167
H 2.8736 28.3879 7.1728
H 4.4924 23.6039 10.2440
H 5.7997 23.1350 9.4069
C -6.7576 27.6351 12.3629
C -6.6474 26.2429 11.7471
C -5.2713 26.1227 11.1003
O -5.0720 24.7970 10.6120
C -3.7811 24.6276 10.0754
N -6.8860 25.2900 12.8686
H -6.3223 28.4063 11.7112
H -6.1664 27.6883 13.2800
H -7.7867 27.9047 12.5903
H -7.4338 26.0899 11.0006
H -4.5016 26.2836 11.8801
H -5.1524 26.9078 10.3432
H -3.6545 25.2157 9.1520
H -3.6880 23.5888 9.7600
H -3.0026 24.9246 10.7874
H -6.0683 25.3712 13.4845
H -6.8150 24.3346 12.5168
C -5.0692 23.6808 15.6614
C -3.9107 24.4751 15.0794
C -3.3143 23.7500 13.9032
O -2.8042 22.5207 14.2795
C -1.9754 21.9650 13.2705
N -4.3943 25.7985 14.7033
H -5.4602 24.2192 16.5290
H -4.7760 22.6815 15.9825
H -5.8713 23.5822 14.9256
H -3.1298 24.5059 15.8630
H -2.5570 24.3698 13.3809
H -4.1075 23.6386 13.1354
H -1.5000 21.0348 13.5566
H -1.1699 22.6934 13.0863
H -2.5602 21.9218 12.3480
H -3.7444 26.3773 14.1874
H -4.6999 26.2727 15.5602
C -8.2854 32.8631 14.1315
C -6.8305 32.6858 13.7896
C -6.4500 33.1613 12.3936
O -6.8519 32.2501 11.3893
C -5.9228 31.2257 11.2107
N -5.9868 33.3654 14.7682
H -8.6416 33.8416 13.8008
H -8.4713 32.7651 15.2060
H -8.9586 32.1041 13.7208
H -6.5620 31.6114 13.8124
H -5.3549 33.2186 12.3522
H -6.9129 34.1320 12.2111
H -6.4027 30.4479 10.6136
H -5.5480 30.7674 12.1320
H -5.0527 31.5395 10.6124
H -6.2297 33.1337 15.7262
H -5.0521 32.9602 14.6826
C -7.2576 27.5538 16.2570
C -6.4843 27.5185 17.5583
C -6.9943 26.4707 18.5051
O -6.4830 26.6983 19.7833
C -6.9747 25.7791 20.7044
N -5.0723 27.3092 17.2868
H -7.0705 26.6349 15.6932
H -6.9810 28.3980 15.6252
H -8.3362 27.6563 16.4061
H -6.6934 28.4601 18.0973
H -6.8186 25.4476 18.1324
H -8.0986 26.5351 18.5294
H -8.0736 25.8345 20.7448
H -6.5827 26.0207 21.6883
H -6.7119 24.7476 20.4397
H -4.5494 27.3872 18.1568
H -4.6980 28.1005 16.7540
C -8.2877 31.0983 5.9617
C -9.0098 30.4853 7.1473
C -8.0026 29.8618 8.1101
O -7.2777 28.8517 7.4763
C -6.1431 28.4594 8.2227
N -9.7983 31.5335 7.8441
H -7.6197 30.3649 5.5113
H -7.6690 31.9593 6.2325
H -9.0151 31.4844 5.2445
H -9.6843 29.6813 6.8447
H -8.5216 29.5169 9.0248
H -7.3136 30.6455 8.4782
H -6.5266 28.0211 9.1460
H -5.4469 29.2920 8.3743
H -5.5761 27.7471 7.6270
H -9.1908 31.9515 8.5513
H -10.5468 31.1274 8.3986
C 0.8386 32.0639 12.1187
C 1.4033 33.4069 12.5414
C 1.3882 33.6532 14.0344
O 1.9310 34.8839 14.4192
C 1.1207 35.9894 14.0565
N 2.7612 33.5807 11.9557
H 1.4664 31.2610 12.5255
H 0.9210 31.9854 11.0378
H -0.1794 31.9539 12.4896
H 0.7832 34.1832 12.0748
H 1.9928 32.9032 14.5516
H 0.3495 33.5678 14.3909
H 1.5126 36.8941 14.5179
H 0.0966 35.8663 14.4370
H 1.0930 36.1249 12.9704
H 3.1545 34.4253 12.3669
H 3.3330 32.8095 12.2998
O -1.8687 27.2062 6.6848
H -1.2094 27.8660 6.4522
H -2.2293 27.5133 7.5393
C -0.7071 22.8768 10.1244
O -1.6718 21.8366 10.0465
H -0.3870 23.1927 9.1305
H -1.0694 23.7568 10.6558
H 0.1225 22.3986 10.6395
H -2.2871 21.9328 9.3162
C -4.9754 32.0176 17.7287
O -5.7410 33.1687 18.1004
H -4.7859 31.3891 18.6032
H -5.4778 31.4191 16.9595
H -4.0423 32.3340 17.2699
H -6.5733 32.8437 18.4552
```

[8]
The following is a DFT calculation (ωB97M-V/def2-TZVPD) of C9H23BeClN2O5 as an isolated structure at a distorted geometry.

HOMO-LUMO gap: 0.0848 Eh
total charge: +2
strongest force on any atom: 10.75 eV Å⁻¹
E_HOMO: -14.3 eV

```
41
C9H23BeClN2O5 | the OMol25 dataset | ωB97M-V/def2-TZVPD
Be -1.2937 1.6198 -5.1009
N -0.2778 -1.4010 -2.1352
H -0.0581 -0.6165 -1.5382
H -0.1333 -1.1211 -3.0948
H -1.2763 -1.5456 -2.0877
H 0.1831 -2.2935 -2.0301
Cl 0.6747 1.4771 -3.2306
O 0.9760 1.5554 -4.6073
O 0.7445 0.1889 -2.6371
O 1.3707 2.4627 -2.5023
O -0.6799 1.8559 -3.2607
C -0.5750 0.6653 -1.0022
C -0.3894 1.0460 0.4779
C -1.6621 0.7479 1.2559
C -1.8105 -0.7714 1.6334
C -0.5621 -1.1693 2.3685
C 0.7075 -1.0007 1.6399
N 0.7810 0.3830 1.0940
O 2.0350 0.7691 0.5916
C 1.8141 -1.3211 2.5442
C 0.7591 -2.1517 0.5906
C -0.0748 2.5533 0.6378
H 0.2908 0.8913 -1.6247
H -0.9512 -0.3404 -1.1900
H -1.4588 1.2609 -1.2307
H -1.7558 1.5180 2.0215
H -2.6050 0.9761 0.7589
H -2.7248 -0.7724 2.2268
H -1.9264 -1.3848 0.7399
H -0.6969 -2.1992 2.6990
H -0.4736 -0.5625 3.2696
H 2.0498 -0.5749 3.3030
H 2.7898 -1.4014 2.0650
H 1.6522 -2.2877 3.0213
H 1.4071 -1.7916 -0.2085
H -0.2490 -2.4079 0.2645
H 1.2124 -3.0809 0.9357
H 0.2293 2.7696 1.6619
H 0.7429 2.8352 -0.0254
H -0.9896 3.1303 0.5028
H 2.2039 1.4902 1.2025
```

- Which of these has the lowest total charge?
  C42H109BN9O20

- The highest total charge belongs to which entry?
  C22H42BiNP3S2